Formula: C26H29BrN7O2Ti
Source: the OMol25 dataset
Level of theory: ωB97M-V/def2-TZVPD

```
! wB97M-V def2-TZVPD RIJCOSX def2/J DEFGRID3
* xyz 2 2
Ti -0.887 -2.009 0.420
Br 1.096 2.647 5.581
C 0.692 1.145 4.548
C -0.437 0.432 4.986
C -0.929 -0.644 4.251
C -0.410 -0.960 3.045
O -0.855 -1.998 2.286
C 0.794 -0.219 2.577
C 1.512 -0.588 1.439
N 1.036 -1.430 0.509
C 1.911 -2.304 -0.116
C 3.152 -2.035 -0.623
C 3.868 -3.134 -1.219
C 3.225 -4.314 -1.558
C 1.939 -4.612 -1.020
C 1.314 -5.876 -1.109
C 0.084 -6.072 -0.458
C -0.576 -5.013 0.091
N -0.009 -3.797 0.130
C 1.301 -3.593 -0.339
C 1.316 0.816 3.372
H -0.968 0.807 5.886
H -1.781 -1.195 4.666
H 2.480 0.014 1.235
H 3.628 -1.040 -0.433
H 4.870 -2.943 -1.479
H 3.728 -5.055 -2.172
H 1.854 -6.739 -1.631
H -0.223 -7.073 -0.243
H -1.608 -5.062 0.474
H 2.026 1.533 2.986
N -1.398 -1.954 -1.843
C -1.955 -0.600 -2.276
C -1.665 0.537 -1.356
N -1.507 0.080 0.127
C -2.858 0.280 0.905
C -3.797 -0.818 0.463
N -3.191 -2.214 0.626
H -0.428 -2.202 -2.214
H -1.997 -2.713 -2.271
H -3.037 -0.775 -2.350
H -1.639 -0.296 -3.334
H -2.474 1.316 -1.420
H -0.712 1.063 -1.720
H -0.823 0.749 0.450
H -3.303 1.280 0.586
H -2.672 0.217 2.003
H -4.176 -0.668 -0.606
H -4.664 -0.702 1.072
H -3.631 -2.871 -0.066
H -3.586 -2.550 1.494
N 0.841 8.142 -1.403
C 0.343 7.022 -0.799
O -0.689 7.060 -0.060
C 0.920 5.646 -1.216
C 1.719 5.556 -2.349
C 2.076 4.308 -2.805
C 1.572 3.171 -2.171
N 0.792 3.248 -1.069
C 0.539 4.455 -0.586
H 0.415 8.992 -1.028
H 1.364 8.146 -2.259
H 2.107 6.498 -2.823
H 2.736 4.247 -3.639
H 1.720 2.152 -2.506
H -0.080 4.511 0.363
*
```

Values from the calculation:
<S²>   0.753
HOMO (spin up / spin down)   -0.496 / -0.496 hartree
E   -135104.5715 eV
ΔE to the lowest compared entry with this formula, charge and spin   0.307 eV
LUMO level (spin up / spin down)   -6.80 / -6.74 eV

Results of the Mulliken charge analysis, in e, for atoms 1 through 4:
1. Ti -0.691
2. Br -0.115
3. C -0.244
4. C -0.342